Entry 1:
Here is a 4-piece molecular cluster, C3H13NO3 overall at a distorted geometry from the OMol25 dataset. Energies are from ωB97M-V/def2-TZVPD.

Positions of all 20 atoms, in Å:
N: 1.120 -0.726 -1.160
C: 0.272 -0.255 -2.243
C: -1.889 -1.237 -1.226
C: -1.244 -0.306 -1.924
H: 1.216 0.012 -0.477
H: 0.696 -1.503 -0.691
H: 0.429 -0.953 -3.079
H: 0.415 0.793 -2.491
H: -2.898 -1.097 -0.868
H: -1.351 -2.101 -0.851
H: -1.834 0.592 -2.096
H: 1.173 2.350 0.926
H: 0.067 1.913 1.899
O: 0.256 2.579 1.207
H: 3.350 0.278 1.844
H: 2.466 -0.412 2.771
O: 2.712 0.500 2.557
H: -1.964 0.466 2.347
H: -1.531 -0.920 1.900
O: -1.461 0.025 1.654

Results
⟨S²⟩: 0.750
2S+1: 2
total charge: -1
gap between HOMO and LUMO (alpha / beta): 3.06 / 9.67 eV
lowest unoccupied orbital energy (alpha / beta): 3.8 / 3.6 eV
energy relative to the best compared isomer or geometry (same formula, charge and spin): 0.778 eV

Entry 2:
Here is C28H26FeNO3 as an isolated structure at a distorted geometry from the OMol25 dataset. Energies are from ωB97M-V/def2-TZVPD.

Positions of all 59 atoms, in Å:
C: -1.658 0.459 -4.545
C: -1.195 -0.861 -4.412
C: -0.220 -1.165 -3.469
C: 0.240 -0.158 -2.569
C: 1.022 -0.388 -1.368
C: 0.997 -1.596 -0.657
N: 1.961 -1.877 0.251
C: 3.062 -0.955 0.503
C: 3.792 -1.498 1.741
C: 3.048 -2.770 2.178
C: 1.878 -2.964 1.204
C: -0.125 -2.555 -0.810
C: -1.428 -2.049 -0.709
C: -2.531 -2.899 -0.766
C: -2.339 -4.274 -0.961
C: -1.042 -4.787 -1.094
C: 0.062 -3.934 -1.024
C: -0.086 1.185 -2.861
C: -1.077 1.482 -3.783
H: -2.452 0.695 -5.255
H: -1.614 -1.647 -5.045
H: 0.158 -2.188 -3.389
H: 1.864 0.300 -1.214
H: 3.736 -0.915 -0.369
H: 2.701 0.073 0.679
H: 4.837 -1.705 1.492
H: 3.776 -0.746 2.537
H: 3.705 -3.643 2.146
H: 2.668 -2.669 3.198
H: 0.912 -2.964 1.732
H: 1.956 -3.934 0.699
H: -1.567 -0.974 -0.581
H: -3.536 -2.484 -0.661
H: -3.205 -4.939 -1.006
H: -0.887 -5.857 -1.252
H: 1.068 -4.340 -1.149
H: 0.414 1.962 -2.280
H: -1.398 2.517 -3.900
O: 0.508 6.402 2.011
C: 0.038 5.344 1.893
Fe: -0.462 3.726 1.411
C: -0.488 4.258 -0.278
O: -0.337 4.621 -1.375
C: 1.212 3.258 1.132
O: 2.308 3.054 0.769
C: -1.247 1.735 0.849
C: -0.840 0.987 1.998
C: -0.545 1.610 3.181
C: -0.600 3.038 3.336
C: -1.786 3.784 3.069
C: -2.715 3.356 2.130
C: -2.270 2.730 0.949
H: -0.960 1.402 -0.153
H: -0.715 -0.099 1.896
H: -0.166 1.025 4.025
H: 0.116 3.499 4.032
H: -1.966 4.677 3.678
H: -3.735 3.743 2.179
H: -2.848 2.913 0.036

Results
⟨S²⟩: 6.155
2S+1: 5
total charge: +1
gap between HOMO and LUMO (alpha / beta): 5.32 / 5.22 eV
lowest unoccupied orbital energy (alpha / beta): -3.1 / -5.8 eV
energy relative to the best compared isomer or geometry (same formula, charge and spin): 0.000 eV

Entry 3:
Here is a 5-piece molecular cluster, C12H27Cl12NO2P overall at a distorted geometry from the OMol25 dataset. Energies are from ωB97M-V/def2-TZVPD.

Positions of all 55 atoms, in Å:
C: 2.100 -1.188 1.452
C: 1.195 -0.245 0.696
C: 1.865 0.159 -0.580
C: 1.107 1.171 -1.426
O: 0.468 2.152 -0.717
P: -1.253 1.867 -0.333
C: -1.800 2.261 -2.122
O: -1.353 3.592 0.071
N: -2.984 1.690 0.184
C: -3.225 0.496 0.959
C: -3.492 -0.720 0.121
C: -4.935 -0.809 -0.336
H: 1.762 -1.372 2.450
H: 3.086 -0.771 1.526
H: 2.199 -2.120 0.944
H: 0.941 0.578 1.320
H: 0.313 -0.799 0.481
H: 1.956 -0.730 -1.172
H: 2.854 0.510 -0.373
H: 1.845 1.663 -2.037
H: 0.465 0.658 -2.115
H: -0.849 1.667 1.040
H: -1.157 0.460 -0.620
H: -2.650 1.647 -2.329
H: -2.131 3.267 -2.228
H: -1.073 2.029 -2.885
H: -0.566 3.980 -0.271
H: -3.149 2.451 0.810
H: -4.125 0.665 1.524
H: -2.446 0.327 1.699
H: -3.190 -1.588 0.671
H: -2.891 -0.716 -0.757
H: -5.568 -0.661 0.510
H: -5.080 -0.056 -1.072
H: -5.078 -1.771 -0.765
C: 1.090 -5.052 -1.165
Cl: -0.010 -4.218 -0.074
Cl: 1.708 -3.946 -2.391
Cl: 2.419 -5.797 -0.271
H: 0.542 -5.836 -1.664
C: 0.045 7.068 -1.431
Cl: 0.920 5.657 -0.867
Cl: -0.659 7.958 -0.079
Cl: 1.097 8.125 -2.386
H: -0.760 6.730 -2.066
C: 1.617 2.862 3.407
Cl: 1.860 3.918 2.019
Cl: 1.377 3.815 4.886
Cl: 0.268 1.777 3.139
H: 2.508 2.268 3.535
C: 4.667 -9.051 0.224
Cl: 4.514 -7.707 1.360
Cl: 3.552 -10.353 0.647
Cl: 4.414 -8.531 -1.439
H: 5.672 -9.435 0.300

Results
total charge: -1
gap between HOMO and LUMO: 5.87 eV
lowest unoccupied orbital energy: 1.7 eV

Entry 4:
Here is an isolated ion of composition C5H8NS and charge +1 at a distorted geometry from the OMol25 dataset. Energies are from ωB97M-V/def2-TZVPD.

Positions of all 15 atoms, in Å:
C: -0.825 -0.191 0.532
C: -3.309 -0.129 0.787
C: 0.059 0.677 -0.252
C: 1.627 0.171 -0.188
C: 1.701 -1.364 0.034
N: -2.058 -0.021 0.603
S: 0.099 -1.624 1.113
H: -3.877 -0.796 0.221
H: -3.839 0.468 1.450
H: -0.068 0.483 -1.285
H: -0.243 1.772 -0.053
H: 2.101 0.529 -1.115
H: 2.111 0.714 0.665
H: 1.481 -2.127 -0.666
H: 2.507 -1.687 0.700

Results
total charge: +1
gap between HOMO and LUMO: 8.79 eV
lowest unoccupied orbital energy: -5.2 eV
energy relative to the best compared isomer or geometry (same formula, charge and spin): 1.717 eV

Entry 5:
Here is an isolated ion of composition C13H20BrN2O4 and charge +1 at a distorted geometry from the OMol25 dataset. Energies are from ωB97M-V/def2-TZVPD.

Positions of all 40 atoms, in Å:
O: -1.457 1.272 -0.963
C: -2.884 1.303 -0.731
C: -3.649 0.050 -1.319
O: -2.953 -1.184 -1.156
C: -2.711 -1.481 0.199
O: -1.300 -1.578 0.357
C: -0.897 -2.109 1.621
C: 0.135 -1.073 2.200
O: -0.591 0.140 2.375
C: 0.253 1.289 2.498
C: 1.243 1.478 1.253
N: 1.185 0.270 0.389
C: 2.074 0.329 -0.819
C: 1.621 -0.496 -1.946
C: 2.523 -0.395 -3.107
C: 3.674 0.477 -2.946
N: 4.083 1.195 -1.881
C: 3.278 1.128 -0.790
C: 1.336 -0.996 1.177
Br: 3.118 -1.219 1.984
H: -1.273 1.912 -1.674
H: -3.337 2.213 -1.202
H: -3.076 1.377 0.370
H: -4.713 0.017 -0.940
H: -3.740 0.221 -2.427
H: -3.143 -2.506 0.404
H: -3.203 -0.777 0.919
H: -1.795 -2.180 2.302
H: -0.470 -3.138 1.502
H: 0.554 -1.476 3.169
H: -0.388 2.195 2.592
H: 0.850 1.161 3.448
H: 2.266 1.535 1.719
H: 1.062 2.439 0.716
H: 0.214 0.238 -0.004
H: 0.696 -1.111 -1.935
H: 2.309 -0.965 -4.041
H: 4.326 0.566 -3.855
H: 3.596 1.714 0.106
H: 1.184 -1.829 0.439

Results
total charge: +1
gap between HOMO and LUMO: 10.02 eV
lowest unoccupied orbital energy: -3.0 eV
SMILES string: OCCOCOC[C@@H]1OCC[N@@H+](c2cccnc2)[C@H]1Br

Entry 6:
Here is C5H8O2 as an isolated structure from the OMol25 dataset. Energies are from ωB97M-V/def2-TZVPD.

Positions of all 15 atoms, in Å:
O: 2.523 0.642 0.906
C: 1.793 0.040 -0.144
C: 0.433 -0.309 0.370
O: -0.281 0.861 0.821
C: -1.482 0.153 0.500
C: -1.690 0.266 -0.975
C: -0.759 -0.798 -0.434
H: 1.936 1.315 1.281
H: 1.697 0.700 -1.017
H: 2.306 -0.879 -0.445
H: 0.507 -0.967 1.236
H: -2.048 -0.186 1.354
H: -1.329 1.160 -1.479
H: -2.606 -0.152 -1.391
H: -0.999 -1.844 -0.584

Results
gap between HOMO and LUMO: 10.67 eV
lowest unoccupied orbital energy: 1.0 eV
energy relative to the best compared isomer or geometry (same formula, charge and spin): 3.029 eV

Entry 7:
Here is a 2-piece molecular cluster, C4H12NO2 overall at a distorted geometry from the OMol25 dataset. Energies are from ωB97M-V/def2-TZVPD.

Positions of all 19 atoms, in Å:
C: 0.162 -0.564 0.257
N: -0.958 0.317 -0.007
C: -0.623 1.352 -1.058
O: -0.029 0.883 -2.148
C: -0.205 -1.684 1.222
C: -0.125 -1.297 2.710
H: 0.649 -0.951 -0.640
H: 0.945 0.069 0.715
H: -1.656 -0.253 -0.490
H: -1.632 1.821 -1.201
H: -0.052 2.150 -0.539
H: 0.421 -2.554 1.053
H: -1.224 -1.991 0.977
H: -0.961 -0.635 2.933
H: -0.266 -2.181 3.318
H: 0.786 -0.751 2.892
H: 1.507 2.497 -4.002
H: 1.278 1.607 -2.759
O: 1.982 2.165 -3.233

Results
total charge: -1
gap between HOMO and LUMO: 7.21 eV
lowest unoccupied orbital energy: 3.9 eV
energy relative to the best compared isomer or geometry (same formula, charge and spin): 0.186 eV

Entry 8:
Here is a 24-piece molecular cluster, C3H53O24 overall at a distorted geometry from the OMol25 dataset. Energies are from ωB97M-V/def2-TZVPD.

Positions of all 80 atoms, in Å:
C: 0.091 -0.388 -0.800
C: 0.260 -0.508 0.665
C: -0.095 0.791 1.373
O: -0.650 -1.537 1.066
H: 0.279 -1.364 -1.361
H: 0.572 0.522 -1.302
H: -0.976 -0.199 -0.918
H: 1.336 -0.729 1.001
H: -1.129 0.909 1.177
H: 0.584 1.607 0.973
H: 0.118 0.635 2.403
O: -3.435 -0.789 -2.248
H: -4.112 -0.334 -1.736
H: -3.083 -1.509 -1.787
O: -2.332 2.551 3.645
H: -1.442 2.918 3.676
H: -2.177 1.618 3.849
O: 0.587 4.217 0.501
H: 0.336 5.009 0.061
H: 0.254 3.502 -0.089
O: -0.879 -2.646 3.499
H: -1.230 -1.892 3.936
H: -0.821 -2.335 2.607
O: 3.218 -2.013 -0.094
H: 2.548 -2.691 -0.135
H: 3.825 -2.236 0.630
O: -2.082 -3.077 -0.561
H: -1.569 -2.343 -0.241
H: -1.518 -3.799 -0.200
O: 1.898 -2.199 2.985
H: 1.292 -1.950 2.257
H: 1.395 -2.475 3.754
O: 0.908 -3.670 0.157
H: 1.404 -4.180 0.772
H: 0.342 -2.981 0.582
O: -1.005 0.873 -3.688
H: -1.634 0.799 -2.942
H: -1.523 1.226 -4.385
O: -0.618 2.872 -1.507
H: 0.054 2.231 -1.756
H: -1.347 2.394 -1.156
O: -2.726 1.466 -0.689
H: -2.759 0.591 -0.264
H: -2.751 2.104 0.022
O: -1.296 -2.029 -3.875
H: -1.262 -1.134 -3.596
H: -0.937 -1.988 -4.734
O: 2.844 2.926 1.916
H: 2.220 2.816 1.191
H: 2.974 2.033 2.258
O: 3.037 0.652 -0.746
H: 2.546 0.941 -1.494
H: 2.887 -0.289 -0.802
O: -3.170 -0.865 0.879
H: -3.518 -1.667 1.223
H: -2.217 -1.081 0.996
O: -1.757 -0.038 3.661
H: -1.464 0.109 2.760
H: -2.576 -0.525 3.593
O: 1.310 -0.561 -3.981
H: 0.626 0.088 -4.032
H: 2.090 -0.227 -3.507
O: 1.807 2.307 -2.733
H: 1.311 2.748 -3.403
H: 2.699 2.453 -3.138
O: 0.693 -3.499 -2.635
H: 0.450 -3.541 -1.706
H: 0.023 -2.931 -3.040
O: 3.305 -2.749 -2.788
H: 2.351 -2.878 -2.840
H: 3.360 -2.556 -1.800
O: -2.365 3.538 0.866
H: -2.242 3.019 1.660
H: -3.328 3.809 0.818
O: 0.166 3.665 3.254
H: 0.545 2.776 3.391
H: 0.283 3.807 2.298
O: 3.254 0.231 2.269
H: 3.083 0.173 1.346
H: 2.886 -0.506 2.706

Results
total charge: -1
gap between HOMO and LUMO: 9.17 eV
lowest unoccupied orbital energy: 2.1 eV
energy relative to the best compared isomer or geometry (same formula, charge and spin): 0.000 eV

Copy entry 3 word for word.
Here is a 5-piece molecular cluster, C12H27Cl12NO2P overall at a distorted geometry from the OMol25 dataset. Energies are from ωB97M-V/def2-TZVPD.

Positions of all 55 atoms, in Å:
C: 2.100 -1.188 1.452
C: 1.195 -0.245 0.696
C: 1.865 0.159 -0.580
C: 1.107 1.171 -1.426
O: 0.468 2.152 -0.717
P: -1.253 1.867 -0.333
C: -1.800 2.261 -2.122
O: -1.353 3.592 0.071
N: -2.984 1.690 0.184
C: -3.225 0.496 0.959
C: -3.492 -0.720 0.121
C: -4.935 -0.809 -0.336
H: 1.762 -1.372 2.450
H: 3.086 -0.771 1.526
H: 2.199 -2.120 0.944
H: 0.941 0.578 1.320
H: 0.313 -0.799 0.481
H: 1.956 -0.730 -1.172
H: 2.854 0.510 -0.373
H: 1.845 1.663 -2.037
H: 0.465 0.658 -2.115
H: -0.849 1.667 1.040
H: -1.157 0.460 -0.620
H: -2.650 1.647 -2.329
H: -2.131 3.267 -2.228
H: -1.073 2.029 -2.885
H: -0.566 3.980 -0.271
H: -3.149 2.451 0.810
H: -4.125 0.665 1.524
H: -2.446 0.327 1.699
H: -3.190 -1.588 0.671
H: -2.891 -0.716 -0.757
H: -5.568 -0.661 0.510
H: -5.080 -0.056 -1.072
H: -5.078 -1.771 -0.765
C: 1.090 -5.052 -1.165
Cl: -0.010 -4.218 -0.074
Cl: 1.708 -3.946 -2.391
Cl: 2.419 -5.797 -0.271
H: 0.542 -5.836 -1.664
C: 0.045 7.068 -1.431
Cl: 0.920 5.657 -0.867
Cl: -0.659 7.958 -0.079
Cl: 1.097 8.125 -2.386
H: -0.760 6.730 -2.066
C: 1.617 2.862 3.407
Cl: 1.860 3.918 2.019
Cl: 1.377 3.815 4.886
Cl: 0.268 1.777 3.139
H: 2.508 2.268 3.535
C: 4.667 -9.051 0.224
Cl: 4.514 -7.707 1.360
Cl: 3.552 -10.353 0.647
Cl: 4.414 -8.531 -1.439
H: 5.672 -9.435 0.300

Results
total charge: -1
gap between HOMO and LUMO: 5.87 eV
lowest unoccupied orbital energy: 1.7 eV